1.
DFT (wB97M-V/def2-TZVPD) results for the molecule C3H11N3O.

The value obtained for the lowest unoccupied orbital energy is 0.89 eV. The calculation puts the orbital gap at 8.61 eV. The HOMO energy comes out at -7.71 eV.

Each line ends with the Löwdin charge.
CARTESIAN COORDINATES (ANGSTROEM)
C  0.2652  -0.4443  -0.7024  -0.106
C  2.0339  0.3738  0.6473  -0.238
C  0.4425  0.7872  0.0645  -0.151
N  -1.3494  -0.7184  -0.2641  -0.349
N  -2.5246  -0.0201  -0.6887  0.015
N  -1.4819  -1.2548  1.0328  -0.015
O  3.0224  0.4790  -0.3385  -0.075
H  3.0213  1.3739  -0.6974  0.089
H  -2.8277  -0.4049  -1.5813  0.062
H  -1.9052  -0.5688  1.6620  0.060
H  -2.1088  -2.0558  0.9885  0.064
H  -2.3135  0.9680  -0.8280  0.056
H  0.7337  -1.3837  -0.4301  0.098
H  0.2636  -0.3042  -1.7804  0.102
H  2.1899  1.0873  1.4656  0.093
H  2.0855  -0.6333  1.0575  0.106
H  0.5910  1.6722  -0.5510  0.094
H  -0.1379  1.0470  0.9438  0.094

=====

2.
DFT (wB97M-V/def2-TZVPD) results for a structure of composition C3H11N3O.

The value obtained for the lowest unoccupied orbital energy is 0.44 eV. The calculation puts the orbital gap at 8.17 eV. The HOMO energy comes out at -7.73 eV.

Each line ends with the Löwdin charge.
CARTESIAN COORDINATES (ANGSTROEM)
C  -0.1448  -1.1611  -1.5246  -0.129
N  -0.9291  -0.0544  -0.9715  -0.097
C  -0.0215  1.4964  -1.3632  -0.399
O  0.3656  1.6391  -2.5657  -0.177
H  -0.0078  -1.0352  -2.5980  0.076
H  -0.5651  -2.1404  -1.3164  0.066
H  0.8784  -1.0412  -1.0662  0.090
H  -1.7963  0.0395  -1.5356  0.128
H  0.8245  1.3108  -0.5940  0.070
H  -0.8428  2.1360  -0.9152  0.098
N  -0.9026  -0.1209  1.6090  0.034
C  0.2741  -0.3809  2.1707  -0.303
N  1.4435  0.2051  1.9121  0.113
H  -0.9908  0.0168  0.1544  0.029
H  -1.6108  -0.6810  2.1035  0.073
H  0.3254  -1.2976  2.7966  0.131
H  2.2300  0.1487  2.5316  0.103
H  1.4703  0.9205  1.1726  0.093

=====

3.
DFT (wB97M-V/def2-TZVPD) results for a cluster of 2 separate species, C3H11N3O in total.

The value obtained for the lowest unoccupied orbital energy is 0.72 eV. The calculation puts the orbital gap at 10.01 eV. The HOMO energy comes out at -9.29 eV.

Each line ends with the Löwdin charge.
CARTESIAN COORDINATES (ANGSTROEM)
C  1.5611  -1.4981  0.1711  -0.100
C  1.7616  0.0261  0.0208  -0.258
N  0.6368  0.8395  0.4590  0.017
C  -0.6123  0.2582  0.7389  -0.579
N  -0.6933  -0.4017  1.9221  0.136
N  -1.5815  0.5274  -0.0489  0.103
H  0.8229  -1.8682  -0.5353  0.075
H  2.5093  -1.9913  -0.0546  0.072
H  1.3283  -1.7372  1.2098  0.055
H  2.0308  0.1752  -1.0305  0.105
H  2.6599  0.2492  0.6060  0.100
H  0.4242  1.5544  -0.2222  0.112
H  0.0447  -0.3092  2.6021  0.103
H  -1.5925  -0.6401  2.3198  0.106
H  -2.4831  0.1346  0.2301  0.060
H  -0.0894  0.5099  -2.8622  0.009
H  -1.4449  0.6019  -2.0597  -0.023
O  -1.0471  0.5556  -2.9462  -0.095

=====

4.
DFT (wB97M-V/def2-TZVPD) results for a cluster of 2 separate species, C3H11N3O2 in total.

The value obtained for the lowest unoccupied orbital energy is 0.66 eV. The calculation puts the orbital gap at 6.97 eV. The HOMO energy comes out at -6.30 eV.

Each line ends with the Löwdin charge.
CARTESIAN COORDINATES (ANGSTROEM)
C  -0.1764  0.5597  0.7279  -0.448
C  0.4116  1.3333  -0.2612  -0.374
C  -0.1629  -2.1000  -0.9962  -0.067
N  -0.4173  -1.7533  0.5536  -0.073
N  -0.3800  2.3436  -0.8756  0.058
N  1.7985  1.6136  -0.1979  0.077
O  0.5331  0.3095  1.9087  0.019
O  -1.5504  0.6367  0.8827  0.011
H  0.0871  -0.4594  2.2945  0.080
H  -1.9022  -0.0549  0.2918  0.086
H  0.3035  -2.2254  1.0937  0.070
H  -1.3132  -2.1161  0.8709  0.071
H  -0.1284  3.2857  -0.5893  0.087
H  -1.2172  2.0107  -1.3316  0.072
H  2.2814  1.3091  0.6402  0.077
H  2.1862  1.9040  -1.0863  0.075
H  0.8615  -1.8541  -1.2581  0.066
H  -0.8927  -1.5641  -1.5949  0.059
H  -0.3220  -3.1785  -1.0730  0.055

=====

5.
DFT (wB97M-V/def2-TZVPD) results for a cluster of 2 separate species, C3H11N3O2 in total.

The value obtained for the lowest unoccupied orbital energy is 0.57 eV. The calculation puts the orbital gap at 9.83 eV. The HOMO energy comes out at -9.26 eV.

Each line ends with the Löwdin charge.
CARTESIAN COORDINATES (ANGSTROEM)
C  -1.1659  -0.7348  2.0148  -0.311
N  -1.7194  0.0198  0.9578  0.008
O  0.0837  -1.4892  1.6655  -0.134
H  -0.1255  -2.2208  1.0570  0.059
H  -0.9374  0.5570  0.4315  0.080
H  -2.1033  -0.5929  0.2428  0.065
H  -1.9023  -1.4512  2.4025  0.112
H  -0.8239  -0.0750  2.8132  0.107
C  1.6950  0.8827  -0.0739  -0.062
C  0.0989  1.0006  -1.9637  -0.053
N  0.6321  0.2693  -0.8315  -0.284
N  0.6695  -1.1165  -0.8249  -0.061
O  -0.1372  -1.6958  -1.5263  -0.043
H  1.3265  1.7960  0.3947  0.090
H  0.8981  1.3841  -2.5998  0.089
H  2.0065  0.1773  0.6951  0.085
H  2.5499  1.1290  -0.7071  0.085
H  -0.5095  1.8340  -1.6080  0.089
H  -0.5358  0.3262  -2.5397  0.078

=====

6.
DFT (wB97M-V/def2-TZVPD) results for a cluster of 2 separate species, C3H11N3O2 in total.

The value obtained for the lowest unoccupied orbital energy (alpha / beta) is 0.88 / 0.88 eV. The calculation puts the orbital gap (alpha / beta) at 8.86 / 8.86 eV. The HOMO energy (alpha / beta) comes out at -7.98 / -7.97 eV.

Each line ends with the Löwdin charge.
CARTESIAN COORDINATES (ANGSTROEM)
C  -1.0755  -1.7696  0.4121  -0.029
C  -1.4057  0.0202  -1.3620  -0.064
C  0.9965  2.1389  1.7760  -0.028
N  1.4851  -1.1628  -1.2048  0.052
N  -0.8586  -0.4124  -0.0887  -0.263
N  0.4202  -0.1029  0.0276  -0.073
O  1.4169  1.9569  0.3913  -0.140
O  0.6013  1.1612  -0.4623  -0.123
H  -0.5737  -1.9154  1.2688  0.048
H  -2.0793  -1.7663  0.5744  0.048
H  -0.8780  -2.4808  -0.4952  0.130
H  -0.8981  -0.5288  -2.0827  0.047
H  -2.5488  -0.2644  -1.5271  0.130
H  -1.4776  1.0811  -1.5045  0.074
H  0.2325  1.5118  1.9361  0.031
H  0.7520  3.1754  1.7525  0.076
H  1.8622  1.9849  2.4469  0.100
H  2.3509  -0.6569  -1.2587  -0.011
H  1.6776  -1.9699  -0.5995  -0.004

=====

The evaluated relative energy (zero: lowest compared OMol25 entry of this formula, charge and spin) for the records listed, in turn: 117.7, 68.9, 16.7, 88.2, 91.4, 225.5 kcal/mol.